97
Properties=species:S:1:pos:R:3:forces:R:3 method="wB97M-V/def2-TZVPD" charge=-1
C 0.2095 -7.3137 4.2607 -0.0579 -0.1420 0.2935
C -1.0317 -6.6825 3.6366 0.3467 -0.3809 -0.4436
C -0.7237 -5.5214 2.7009 -0.4241 -0.1409 -0.1062
Br -0.3423 -6.3267 0.9068 0.1617 0.1775 0.0719
P -2.2043 -4.2122 2.5272 -0.3834 -0.0087 -0.7721
C -1.9367 -3.7357 4.4039 0.6747 -0.0998 0.8296
C -0.5432 -3.5560 4.8861 0.1391 -0.7918 0.9041
O -0.0156 -4.2404 5.7680 -0.3629 0.7007 -0.9328
C -3.7445 -3.0596 2.3122 -0.4663 -1.0310 0.3471
C -5.0536 -3.8731 2.3530 -0.1269 0.5638 -0.2368
C -5.2964 -4.7185 1.0877 -0.1794 0.4311 -0.0073
C -6.5562 -4.2914 0.3228 0.0626 0.0667 0.9547
C -7.8583 -4.6940 1.0160 0.4944 -0.0399 -1.0997
O -8.3187 -3.6635 1.8979 -0.3682 -0.3629 0.6313
C -9.6607 -3.6195 2.0866 -0.6505 0.2970 -0.9182
C -10.0917 -3.7015 3.5258 0.1351 0.3838 -0.1113
O -10.4557 -3.4921 1.1753 0.7787 -0.3632 0.7676
C -0.9966 -2.8368 1.8771 0.1730 0.5688 0.1838
B -1.3571 -1.3460 2.1627 -0.2582 -0.0636 -0.5772
O -1.4569 -0.4387 1.1016 0.3352 0.4610 0.6222
O -1.5878 -0.7815 3.4101 0.3690 -0.6394 0.1614
H 0.5136 -6.8075 5.1734 0.0830 0.2315 -0.0050
H 1.0393 -7.3080 3.5591 0.1221 0.0344 -0.1294
H 0.0315 -8.3562 4.5245 -0.0746 -0.1214 0.0537
H -1.5145 -7.4517 3.0399 -0.2852 -0.0321 -0.0453
H -1.7642 -6.3959 4.3851 0.0417 0.1846 0.1915
H 0.2382 -5.0717 2.9296 0.0413 0.1463 0.1587
H -3.0996 -5.2859 2.9743 0.0392 -0.0570 0.1139
H -2.4106 -4.6415 1.1513 0.0524 0.0231 0.0138
H -2.3543 -4.5405 5.0049 -0.1502 -0.1004 0.0383
H -2.4759 -2.8297 4.6735 -0.0495 0.2474 -0.4017
H 0.0509 -2.7553 4.4113 -0.0105 0.0626 0.0420
H -3.8497 -2.3150 3.1009 0.3335 0.3250 -0.1122
H -3.7346 -2.5951 1.3243 0.3354 0.3380 -0.0288
H -5.1213 -4.4574 3.2683 0.1226 -0.2331 0.0759
H -5.8594 -3.1394 2.4160 -0.2192 -0.0012 0.1021
H -4.4574 -4.5514 0.4193 0.2400 -0.3156 -0.0506
H -5.3578 -5.7775 1.3261 0.1587 -0.2123 -0.0841
H -6.5520 -3.2031 0.2870 -0.0424 0.1462 -0.4195
H -6.5446 -4.6992 -0.6835 -0.0561 -0.0167 -0.1885
H -8.6171 -4.8814 0.2605 -0.2402 0.0148 0.0528
H -7.6729 -5.6074 1.5802 -0.2123 -0.0610 0.2796
H -10.7609 -2.8691 3.7164 -0.1080 0.0849 0.1339
H -9.2487 -3.6771 4.2033 0.1185 0.0041 0.0859
H -10.6592 -4.6141 3.6738 -0.0449 -0.1859 -0.0502
H 0.0334 -2.9982 2.2111 0.0074 -0.2159 0.2289
H -0.9630 -2.9738 0.7955 -0.0807 -0.1226 -0.1586
H -0.8342 -0.6713 0.4152 -0.0426 -0.2289 -0.4733
H -1.1566 0.0714 3.4243 -0.3314 0.5538 -0.0125
C 2.3091 -1.3731 -0.9431 -0.0847 0.0204 0.0285
O 1.8923 -0.3099 -0.1049 0.1363 -0.0723 -0.1074
C 2.4870 -0.3248 1.1883 -0.2880 0.0685 0.2115
C 3.3834 0.8774 1.3834 0.0859 -0.0033 -0.2378
N 4.5799 0.7827 0.5542 -0.0892 0.1347 0.0637
C 5.3845 1.9980 0.5214 0.0506 -0.1872 -0.1035
C 4.7717 3.2434 -0.1109 0.1833 0.1709 0.0942
O 4.5531 3.1364 -1.5057 -0.1885 -0.1298 0.0863
C 3.3106 2.5519 -1.8819 0.1420 0.0196 -0.1606
H 1.7196 -1.3167 -1.8565 -0.0158 0.0303 0.0009
H 3.3705 -1.2924 -1.2045 0.0141 -0.0607 0.0328
H 2.1272 -2.3422 -0.4709 0.0252 -0.0260 -0.0064
H 3.0346 -1.2548 1.3598 0.0569 -0.0009 -0.0633
H 1.6724 -0.2775 1.9171 0.0151 -0.0436 0.0191
H 3.6837 0.9331 2.4337 0.0091 0.0131 0.0063
H 2.7883 1.7714 1.1512 -0.0661 0.0035 0.1220
H 4.3015 0.5530 -0.3906 0.0023 -0.0595 -0.0281
H 6.3000 1.7666 -0.0294 0.0216 0.0439 0.0094
H 5.6850 2.2413 1.5455 -0.0327 0.0212 0.0264
H 5.4912 4.0582 0.0158 -0.0089 0.0022 -0.0194
H 3.8521 3.5578 0.3960 -0.0636 -0.0954 -0.0265
H 2.5279 2.7634 -1.1499 0.0056 -0.0435 0.0460
H 3.4009 1.4709 -2.0133 -0.0800 -0.0203 0.0882
H 3.0193 2.9807 -2.8404 0.0181 0.0529 -0.0038
C 6.7304 8.3592 -5.1640 -0.0554 0.0142 0.0928
O 5.5246 8.8257 -4.5930 0.1005 -0.0755 -0.1103
C 4.6370 9.4355 -5.5213 -0.1317 0.1639 0.1342
C 3.3780 8.6126 -5.6834 0.0904 -0.2084 -0.0116
N 3.6551 7.3619 -6.3778 -0.0717 0.0680 0.0936
C 2.5386 6.4208 -6.3938 0.1546 -0.0307 -0.1093
C 2.0804 5.8338 -5.0632 -0.1870 -0.0715 -0.0605
O 3.0281 4.9813 -4.4548 0.0514 0.0821 0.0904
C 3.9834 5.6158 -3.6152 0.0560 -0.2236 -0.0003
H 7.3617 8.0089 -4.3495 -0.0223 -0.0031 0.0241
H 6.5595 7.5277 -5.8561 0.0376 0.0384 -0.0636
H 7.2543 9.1619 -5.6924 0.0164 -0.0182 -0.0411
H 5.1256 9.5896 -6.4875 0.0134 -0.0777 -0.0294
H 4.3673 10.4166 -5.1192 0.0178 0.0075 -0.0152
H 2.6513 9.1863 -6.2664 -0.0301 -0.0071 0.0049
H 2.9571 8.4502 -4.6818 -0.0468 0.1167 0.0130
H 4.4468 6.9140 -5.9356 0.0346 -0.0230 0.0070
H 2.8288 5.5870 -7.0375 -0.0380 -0.0176 -0.0021
H 1.6836 6.9074 -6.8739 -0.0189 0.0318 0.0240
H 1.2058 5.2105 -5.2693 0.0034 -0.0048 0.0122
H 1.7527 6.6070 -4.3579 0.0941 0.0502 0.0111
H 3.5685 6.5069 -3.1356 -0.0010 0.0413 -0.0450
H 4.8817 5.8917 -4.1765 -0.0119 0.1229 0.0463
H 4.2775 4.9007 -2.8434 -0.0440 0.1064 -0.1173

***

100
Properties=species:S:1:pos:R:3:forces:R:3 method="wB97M-V/def2-TZVPD" e_above_lowest_ev=0.000 charge=+1
C 2.0883 2.4256 -2.7624 0.1167 -0.3958 0.4762
C 2.3220 0.9238 -2.9772 -0.4463 0.2855 -0.2922
C 1.2272 0.0219 -2.4021 0.9327 0.1092 -0.2264
N 1.5362 -0.3448 -0.9921 -0.4569 0.1552 -0.1143
N 0.4637 -0.0872 -0.0277 0.2638 -0.4336 0.0167
C -0.7761 -0.8193 -0.4446 -0.7795 -0.1073 0.1667
C -1.8472 -1.0010 0.6424 -0.1699 -0.1281 -0.4247
C -3.2299 -0.6899 0.1088 -0.3862 0.1189 0.4055
F -4.1704 -1.2091 0.9235 0.3308 0.2361 -0.4000
F -3.4356 0.6502 0.0555 0.0715 -0.4791 -0.1926
F -3.4319 -1.1885 -1.1294 0.0347 0.1577 0.3040
C 0.2898 1.3992 0.0153 -0.0481 0.5268 -0.2586
C -0.3765 1.9800 1.2376 -0.2178 0.2573 0.3921
C -0.2733 3.5216 1.2128 0.2683 -0.0781 0.5668
F 0.4040 3.9689 0.1176 -0.2186 0.0583 0.1229
Br 0.7085 4.1123 2.7958 -0.0679 0.0433 -0.1536
C -1.6662 4.1789 1.2465 -0.1873 0.5453 -0.2043
F -2.4104 3.6459 2.2467 0.4390 0.3428 -0.5217
F -1.5776 5.5094 1.4253 -0.0985 -0.7370 0.0411
Br -2.5376 3.8655 -0.4738 -0.0402 -0.0227 0.3024
C 0.9488 -0.6958 1.2684 0.3648 -0.0130 -0.0389
C 2.4135 -0.4429 1.6125 -0.1620 -0.7052 0.9520
C 2.5829 -0.6905 3.1054 -0.4483 0.5377 -0.2690
F 2.7702 0.8582 1.3418 0.1247 0.2757 -0.2013
H 2.6320 2.7862 -1.8934 0.0782 0.1401 0.0952
H 1.0354 2.6227 -2.5765 -0.1783 0.1628 -0.1629
H 2.4010 3.0036 -3.6212 0.0852 0.1387 -0.1233
H 2.3335 0.7369 -4.0485 0.0478 -0.0925 -0.1446
H 3.2869 0.6130 -2.5925 0.1739 -0.0777 0.0538
H 0.2731 0.5174 -2.5368 -0.2622 -0.0821 0.1774
H 1.2110 -0.8925 -2.9861 -0.2631 -0.2116 0.0338
H 1.6579 -1.3504 -0.9629 0.0259 -0.1363 0.0898
H -0.4667 -1.7934 -0.8067 0.2000 -0.0985 -0.0405
H -1.2301 -0.3227 -1.2930 0.2592 0.3211 -0.1536
H -1.7179 -0.3803 1.5173 0.0788 0.0052 0.2004
H -1.8782 -2.0361 0.9630 0.0845 -0.1205 0.2036
H 1.2694 1.8312 -0.1287 0.2410 -0.1518 0.1756
H -0.2948 1.6922 -0.8502 -0.1052 -0.2020 -0.1870
H 0.0705 1.6679 2.1733 0.2232 -0.2359 -0.0121
H -1.4347 1.7402 1.2954 -0.1269 -0.1463 -0.1947
H 0.3313 -0.4011 2.1094 -0.2819 0.2352 -0.1329
H 0.8244 -1.7685 1.1452 -0.0310 -0.1766 0.0025
H 3.0560 -1.1440 1.0894 0.1987 0.3121 -0.5289
H 3.6306 -0.7159 3.3703 0.1655 -0.1532 0.0926
H 2.1049 0.1326 3.6344 0.0261 0.0822 0.1894
H 2.0629 -1.5918 3.4151 0.1700 -0.2981 0.0230
C -0.4683 -3.0177 -5.3495 0.0001 0.0702 0.1631
C -0.1761 -3.6817 -4.0188 -0.1413 0.0052 -0.1565
O -0.7010 -2.9163 -2.9246 0.0958 0.1313 0.1953
H -0.0419 -2.0137 -5.3779 0.0552 -0.0130 -0.0340
H -0.0506 -3.5957 -6.1740 -0.0104 -0.0047 -0.0083
H -1.5422 -2.9174 -5.5124 -0.0042 -0.0422 -0.0719
H 0.8963 -3.7626 -3.8489 0.0046 -0.0098 0.0986
H -0.6009 -4.6883 -3.9875 0.0853 -0.0357 0.0076
H -1.6517 -2.8470 -3.0539 -0.0701 0.0179 -0.0685
C 5.1494 1.7113 5.0602 -0.0556 -0.0368 0.0083
C 3.7898 2.3483 4.8443 0.0492 -0.0098 0.2066
O 2.7769 1.7207 5.6311 -0.0481 -0.0351 -0.2472
H 5.1130 0.6475 4.8219 0.0115 0.0044 -0.0289
H 5.9088 2.1845 4.4369 0.0027 0.0138 0.0150
H 5.4569 1.8020 6.1039 0.0367 0.0539 -0.0100
H 3.4783 2.2399 3.8048 -0.0530 0.0152 -0.0013
H 3.8226 3.4173 5.0788 0.0489 0.0160 -0.0961
H 3.0203 1.8145 6.5559 -0.0093 -0.0072 0.0850
C -1.4920 -7.2897 -1.9737 0.0427 0.1080 -0.0238
C -0.7259 -6.9653 -0.7058 -0.1864 0.0711 -0.0105
O -0.4604 -5.5650 -0.5878 0.1733 -0.0214 0.0280
H -0.9345 -6.9562 -2.8496 0.0363 -0.0459 -0.0032
H -1.6697 -8.3616 -2.0610 -0.0177 -0.0007 0.0081
H -2.4592 -6.7804 -1.9826 -0.0317 -0.0589 0.0313
H 0.2433 -7.4597 -0.7072 0.0452 0.0468 0.0338
H -1.2801 -7.3067 0.1738 0.0448 -0.0811 -0.0036
H -1.3058 -5.1098 -0.5730 -0.0889 0.0178 -0.0723
C -4.0608 -4.2650 -8.8910 0.0460 0.0745 -0.0241
C -3.3295 -3.9629 -7.5975 -0.1944 0.1152 -0.0570
O -3.0722 -2.5660 -7.4432 0.0916 -0.1448 0.0745
H -3.4832 -3.9098 -9.7441 0.0308 -0.0311 -0.0012
H -4.2308 -5.3361 -9.0045 -0.0158 -0.0005 0.0105
H -5.0287 -3.7596 -8.9146 -0.0331 -0.0539 0.0278
H -2.3580 -4.4551 -7.5846 0.0411 0.0377 0.0299
H -3.9066 -4.3259 -6.7392 0.0434 -0.0835 -0.0083
H -3.9200 -2.1136 -7.4440 -0.0472 0.0781 -0.0535
C 1.7826 8.1091 2.2527 0.0367 -0.0289 0.0034
C 1.8236 7.8610 3.7499 0.0119 0.3044 -0.1019
O 2.8733 8.5897 4.3760 0.0097 -0.2381 0.0196
H 2.7363 7.8388 1.7987 -0.0014 -0.0408 0.0051
H 0.9897 7.5273 1.7783 -0.0129 0.0195 0.0047
H 1.6061 9.1659 2.0418 -0.0708 -0.0068 -0.0032
H 2.0175 6.8088 3.9520 0.0466 -0.0185 0.0895
H 0.8657 8.1255 4.2110 -0.0435 -0.1025 -0.0312
H 2.7195 9.5250 4.2204 0.0133 0.0854 0.0105
C -3.2338 -0.2858 5.2204 0.0617 -0.0473 -0.1355
C -1.7618 0.0412 5.3721 -0.1854 0.1040 -0.0041
O -1.0822 0.0075 4.1086 0.1689 -0.1296 -0.3035
H -3.3621 -1.2713 4.7711 0.0041 -0.0277 0.0509
H -3.7368 -0.2752 6.1869 -0.0073 0.0207 0.0033
H -3.7275 0.4413 4.5699 -0.0178 0.0451 0.0660
H -1.2648 -0.6916 6.0033 0.0835 -0.0101 -0.0454
H -1.6293 1.0275 5.8238 0.0352 -0.0307 0.0540
H -1.5021 0.6588 3.5397 -0.1398 0.1768 0.1693

***

Summary of highest occupied orbital energy in eV
-4.3; -11.7
(order as listed above)